(1)
Density functional theory data (ωB97M-V/def2-TZVPD) for C19H24N2O2 in the gas phase.

ORCA input file:
```
! wB97M-V def2-TZVPD RIJCOSX def2/J DEFGRID3
* xyz 0 1
C -4.405 -2.808 -1.168
C -5.295 -2.839 0.069
C -5.724 -1.455 0.559
C -4.565 -0.572 1.043
C -4.108 0.447 -0.001
C -2.920 1.266 0.495
C -2.495 2.314 -0.535
O -1.409 3.104 -0.092
C -0.149 2.609 -0.119
C 0.840 3.455 0.397
C 2.158 3.068 0.402
C 2.539 1.817 -0.087
C 3.987 1.477 -0.059
O 4.852 2.325 -0.108
N 4.238 0.132 0.047
C 5.465 -0.523 0.077
C 5.476 -1.906 0.260
C 6.686 -2.574 0.282
C 7.848 -1.835 0.119
N 7.847 -0.525 -0.055
C 6.698 0.120 -0.076
C 1.558 0.985 -0.615
C 0.230 1.371 -0.634
H -4.888 -2.255 -1.971
H -4.214 -3.820 -1.518
H -3.448 -2.342 -0.948
H -4.771 -3.357 0.876
H -6.194 -3.415 -0.160
H -6.262 -0.942 -0.240
H -6.428 -1.601 1.381
H -3.721 -1.204 1.328
H -4.873 -0.025 1.936
H -3.834 -0.063 -0.926
H -4.938 1.120 -0.230
H -2.079 0.603 0.712
H -3.182 1.778 1.423
H -2.268 1.844 -1.499
H -3.307 3.030 -0.688
H 0.537 4.417 0.779
H 2.924 3.723 0.788
H 3.435 -0.471 0.165
H 4.545 -2.445 0.382
H 6.724 -3.644 0.422
H 8.821 -2.307 0.127
H 6.750 1.188 -0.218
H 1.818 0.033 -1.056
H -0.497 0.701 -1.065
*
```

Computed properties:
Orbital gap, eV: 9.04
E_tot, Ha: -998.410076
Structure (SMILES): CCCCCCCOc1ccc(C(=O)Nc2cccnc2)cc1
LUMO energy, eV: 0.47

(2)
Density functional theory data (ωB97M-V/def2-TZVPD) for 2 unconnected molecules or ions with the total composition C2H6N4.

ORCA input file:
```
! wB97M-V def2-TZVPD RIJCOSX def2/J DEFGRID3
* xyz 0 1
C 1.221 1.203 0.549
C -0.701 -0.349 -1.926
N 0.248 1.784 -0.035
N -1.021 -0.965 -0.865
N -0.413 -0.940 1.373
N -1.121 -0.465 0.319
H 2.079 1.680 0.893
H 1.155 0.208 0.981
H -0.865 -0.760 -2.936
H -0.310 0.668 -2.087
H -0.628 -0.557 2.286
H 0.354 -1.506 1.448
*
```

Computed properties:
Orbital gap (spin up / spin down), eV: 9.65 / 7.37
E_tot, Ha: -298.599417
LUMO energy (spin up / spin down), eV: 0.51 / 0.13

(3)
Density functional theory data (ωB97M-V/def2-TZVPD) for 2 unconnected molecules or ions with the total composition C7H19N2OP2.

ORCA input file:
```
! wB97M-V def2-TZVPD RIJCOSX def2/J DEFGRID3
* xyz 1 1
C -4.004 -0.987 0.852
C 1.386 1.416 0.973
C 1.108 1.860 -1.354
C 1.466 -0.102 0.669
C 1.160 0.343 -1.613
C 2.381 -0.835 1.635
C -0.783 2.237 0.157
N -2.333 -1.730 -1.037
N 0.612 2.107 -0.026
O 1.951 -0.290 -0.646
P 1.899 -0.074 -3.287
P -2.228 -1.005 0.422
H -4.339 -2.011 1.030
H -4.602 -0.557 0.049
H 0.953 1.581 1.961
H 2.405 1.818 0.957
H 2.127 2.257 -1.420
H 0.484 2.357 -2.099
H 0.444 -0.523 0.728
H 0.125 -0.049 -1.565
H 2.000 -0.740 2.648
H 3.386 -0.427 1.585
H 2.428 -1.888 1.368
H -0.992 2.628 1.151
H -1.198 2.906 -0.593
H -3.200 -2.002 -1.482
H -1.510 -1.964 -1.570
H -4.161 -0.413 1.762
H 2.317 -1.331 -2.861
H 3.134 0.498 -2.984
H -1.348 1.247 0.081
*
```

Computed properties:
Orbital gap (spin up / spin down), eV: 5.16 / 5.16
E_tot, Ha: -1145.261925
LUMO energy (spin up / spin down), eV: -6.02 / -6.02

(4)
Density functional theory data (ωB97M-V/def2-TZVPD) for a molecular structure, C16H21Cl3OSeTi.

ORCA input file:
```
! wB97M-V def2-TZVPD RIJCOSX def2/J DEFGRID3
* xyz -2 1
C -0.785 0.217 -2.185
C -0.965 -1.153 -2.624
C 0.350 -1.776 -2.613
C -2.194 -1.769 -3.198
C 1.308 -0.765 -2.251
C 0.611 0.441 -1.979
C 1.226 1.759 -1.683
C -1.824 1.281 -2.230
C 0.682 -3.097 -3.202
C 2.782 -0.932 -2.289
Ti -0.509 -1.442 -0.515
Cl -1.178 -3.351 -0.217
Cl -2.108 -0.268 0.598
Cl 1.327 -1.228 0.831
H -2.996 -1.028 -3.285
H -2.589 -2.582 -2.573
H -1.988 -2.195 -4.189
H -0.005 -3.887 -2.872
H 1.705 -3.392 -2.944
H 0.621 -3.041 -4.298
H 3.076 -1.933 -1.950
H 3.275 -0.187 -1.655
H 3.184 -0.808 -3.304
H 2.180 1.633 -1.154
H 0.556 2.356 -1.047
H 1.427 2.333 -2.603
H -2.819 0.863 -2.044
H -1.839 1.784 -3.209
H -1.618 2.036 -1.465
O 1.155 2.321 2.343
H 1.168 1.423 1.929
Se -0.732 -1.673 4.098
C -0.433 0.090 4.395
C -1.416 1.081 4.119
C -1.280 2.364 4.628
C -0.133 2.720 5.352
C 0.914 1.793 5.506
C 0.783 0.510 5.002
H -2.275 0.799 3.518
H -2.058 3.106 4.430
H -0.025 3.732 5.751
H 1.851 2.091 5.988
H 1.587 -0.225 5.091
*
```

Computed properties:
Orbital gap, eV: 2.98
E_tot, Ha: -5329.069316
LUMO energy, eV: 3.80